# C2HBr2ClOS

C2HBr2ClOS as an isolated structure (the ωB97M-V functional and the def2-TZVPD basis, the Open Molecules 2025 dataset).

Geometry as XYZ:
```
8
Properties=species:S:1:pos:R:3:nbo_charge:R:1
C 0.448 -0.373 -0.067 -0.511
C -0.807 -0.888 -0.010 -0.174
O 1.980 1.426 -0.986 -0.871
S 0.581 1.372 -0.536 1.310
Cl 0.241 1.896 1.469 -0.263
Br -1.349 -2.673 0.300 0.153
Br -2.337 0.251 -0.409 0.090
H 1.244 -1.011 0.240 0.266
```

Computed properties:
ΔE to the lowest compared entry with this formula, charge and spin ... 8.3 kJ/mol
Frontier orbital gap ... 9.56 eV
LUMO energy ... -0.5413 eV